*A*
{"formula": "FH3O3Si", "method": "ωB97M-V/def2-TZVPD", "species": ["Si", "F", "O", "O", "O", "H", "H", "H"], "coordinates": [[-0.309, -0.004, -0.033], [2.259, -0.214, 0.151], [-0.946, 0.055, 1.422], [-0.176, 1.380, -0.806], [-0.667, -1.340, -0.821], [-0.663, 0.699, 2.066], [0.637, 1.552, -1.286], [-0.135, -2.128, -0.692]], "mulliken_charge": [0.796, -0.725, -0.358, -0.392, -0.393, 0.349, 0.364, 0.361], "total_charge": 0, "homo_lumo_gap_ev": 10.1, "e_homo_ev": -10.4}

---

*B*
{"formula": "FH3O3Si", "method": "ωB97M-V/def2-TZVPD", "species": ["Si", "F", "O", "O", "O", "H", "H", "H"], "coordinates": [[0.083, -0.081, 0.071], [1.449, -0.630, 0.683], [0.306, 1.537, 0.068], [-0.093, -0.715, -1.445], [-1.161, -0.548, 1.003], [-0.189, -0.308, -2.334], [0.989, 2.084, 0.389], [-1.385, -1.340, 1.567]], "mulliken_charge": [0.701, -0.270, -0.475, -0.494, -0.484, 0.341, 0.330, 0.351], "total_charge": 0, "smiles": "O[Si](O)(O)F", "homo_lumo_gap_ev": 12.0, "e_homo_ev": -11.6}

---

*B* wins, 313.0 kJ/mol ahead of the next structure.

---

*A*
{"formula": "C3H3NO3", "method": "ωB97M-V/def2-TZVPD", "species": ["O", "O", "O", "N", "C", "C", "C", "H", "H", "H"], "coordinates": [[1.368, 1.864, -0.818], [-1.594, -1.985, 0.651], [0.659, 2.646, 0.993], [0.662, 1.810, 0.144], [-0.013, -0.580, -0.445], [-0.662, -1.867, -0.112], [-0.183, 0.625, 0.372], [-0.723, 0.733, 1.245], [-0.312, -2.802, -0.809], [0.799, -0.444, -1.221]], "mulliken_charge": [-0.562, -0.427, -0.548, 0.919, -0.104, 0.024, -0.322, 0.454, 0.236, 0.331], "total_charge": 0, "smiles": "O=C/C=C/[N+](=O)[O-]", "homo_lumo_gap_ev": 9.0, "e_homo_ev": -10.9}

---

*B*
{"formula": "C3H3NO3", "method": "ωB97M-V/def2-TZVPD", "species": ["O", "O", "O", "N", "C", "C", "C", "H", "H", "H"], "coordinates": [[-2.177, 0.412, -0.227], [1.387, -1.072, 1.310], [1.133, 0.341, -0.434], [-1.148, 0.956, -1.093], [1.851, -0.447, 0.400], [-1.162, -0.092, 0.595], [-0.209, 0.323, -0.236], [-1.254, 0.490, -1.996], [2.904, -0.414, 0.101], [-1.325, -0.499, 1.580]], "mulliken_charge": [-0.303, -0.457, -0.330, -0.279, 0.152, -0.022, 0.209, 0.269, 0.357, 0.403], "total_charge": 0, "smiles": "O=COc1co[nH]1", "homo_lumo_gap_ev": 9.8, "e_homo_ev": -9.0}

---

*C*
{"formula": "C3H3NO3", "method": "ωB97M-V/def2-TZVPD", "species": ["O", "O", "O", "N", "C", "C", "C", "H", "H", "H"], "coordinates": [[2.854, 0.622, 0.122], [-2.437, 0.122, 1.075], [0.314, 1.381, 0.974], [-0.536, -0.460, -0.093], [-1.889, -0.015, 0.023], [0.486, 0.371, 0.340], [1.901, -0.077, -0.087], [-2.353, 0.255, -0.945], [2.003, -1.065, -0.585], [-0.343, -1.133, -0.823]], "mulliken_charge": [-0.375, -0.392, -0.504, -0.231, 0.024, 0.744, -0.123, 0.338, 0.262, 0.257], "total_charge": 0, "smiles": "O=CNC(=O)C=O", "homo_lumo_gap_ev": 9.7, "e_homo_ev": -10.3}

---

*C* wins, 268.0 kJ/mol ahead of the next structure.

---

*A*
{"formula": "C3H3NO3", "method": "ωB97M-V/def2-TZVPD", "species": ["O", "O", "O", "N", "C", "C", "C", "H", "H", "H"], "coordinates": [[-0.145, -0.933, -0.125], [-1.735, 0.732, -0.248], [2.856, -0.250, -0.447], [-0.492, 1.263, -0.339], [0.375, 0.277, 0.006], [1.837, 0.465, 0.217], [-1.458, -0.736, -0.094], [-1.903, -1.369, -0.813], [2.257, 1.531, 0.667], [-1.591, -0.981, 1.176]], "mulliken_charge": [-0.242, -0.146, -0.430, -0.264, 0.579, -0.115, -0.140, 0.275, 0.276, 0.207], "total_charge": 0, "smiles": "O=CC1=NOCO1", "homo_lumo_gap_ev": 7.9, "e_homo_ev": -9.4}

---

*B*
{"formula": "C3H3NO3", "method": "ωB97M-V/def2-TZVPD", "species": ["O", "O", "O", "N", "C", "C", "C", "H", "H", "H"], "coordinates": [[0.892, -0.950, -0.425], [3.110, -0.595, 0.262], [0.170, 1.383, -0.536], [-1.513, -0.052, 0.067], [-0.466, 0.952, 0.659], [1.979, -0.363, 0.039], [0.790, 0.433, 0.192], [-2.017, 0.599, -0.566], [-0.958, -0.783, -0.452], [-1.986, -0.624, 0.759]], "mulliken_charge": [-0.508, -0.491, -0.350, -0.279, -0.866, 0.421, 0.966, 0.392, 0.370, 0.346], "total_charge": 0, "homo_lumo_gap_ev": 8.8, "e_homo_ev": -8.5}

---

*B* wins, 72.0 kJ/mol ahead of the next structure.

---

*A*
{"formula": "C3H3NO3", "method": "ωB97M-V/def2-TZVPD", "species": ["O", "O", "O", "N", "C", "C", "C", "H", "H", "H"], "coordinates": [[2.361, -0.371, -0.041], [-2.293, -0.557, 0.022], [-0.855, 1.112, -0.021], [-0.013, -0.921, -0.076], [1.082, -0.022, 0.103], [-1.181, -0.207, -0.065], [0.568, 1.242, 0.090], [0.069, -1.923, 0.385], [2.488, -1.345, -0.090], [1.028, 2.176, -0.207]], "mulliken_charge": [-0.469, -0.513, -0.298, -0.193, 0.393, 0.464, -0.361, 0.301, 0.335, 0.342], "total_charge": 0, "smiles": "O=c1[nH]c(O)co1", "homo_lumo_gap_ev": 8.7, "e_homo_ev": -8.6}

---

*B*
{"formula": "C3H3NO3", "method": "ωB97M-V/def2-TZVPD", "species": ["O", "O", "O", "N", "C", "C", "C", "H", "H", "H"], "coordinates": [[-1.748, 1.812, -1.854], [1.857, 0.986, 1.553], [-0.956, -0.033, -0.858], [0.090, -1.669, 0.336], [1.399, -0.045, 1.280], [-0.974, 1.328, -1.093], [-0.029, -0.435, 0.038], [1.054, -1.401, 1.168], [-0.210, 1.860, -0.505], [-0.482, -2.403, -0.065]], "mulliken_charge": [-0.424, -0.365, -0.315, -0.291, 0.204, 0.264, 0.040, 0.385, 0.297, 0.204], "total_charge": 0, "homo_lumo_gap_ev": 10.2, "e_homo_ev": -9.5}

---

*C*
{"formula": "C3H3NO3", "method": "ωB97M-V/def2-TZVPD", "species": ["O", "O", "O", "N", "C", "C", "C", "H", "H", "H"], "coordinates": [[-0.774, 0.230, 0.779], [0.366, 2.238, 0.695], [0.461, 0.647, -1.501], [0.227, -1.926, 0.773], [-0.499, 1.561, 0.250], [0.575, -0.461, -1.034], [-0.024, -0.783, 0.297], [1.119, -1.263, -1.538], [-0.146, -2.101, 1.705], [-1.305, 1.858, -0.425]], "mulliken_charge": [-0.357, -0.435, -0.469, -0.603, 0.256, 0.245, 0.372, 0.385, 0.274, 0.331], "total_charge": 0, "smiles": "[H]/N=C(/C=O)OC=O", "homo_lumo_gap_ev": 10.4, "e_homo_ev": -10.9}

---

*A* wins, 45.8 kJ/mol ahead of the next structure.

---

*A*
{"formula": "C3H10N5", "method": "ωB97M-V/def2-TZVPD", "species": ["N", "N", "N", "N", "N", "C", "C", "C", "H", "H", "H", "H", "H", "H", "H", "H", "H", "H"], "coordinates": [[2.836, -0.259, 0.351], [3.297, -1.391, -0.266], [2.042, 1.960, -0.011], [-0.351, -0.774, 0.392], [-1.253, 0.162, 0.099], [-2.613, -0.323, -0.011], [-0.967, 1.400, -0.028], [2.630, 0.895, 0.079], [4.047, -1.212, -0.930], [2.474, 2.842, 0.213], [-2.836, -0.571, -1.051], [-2.748, -1.216, 0.599], [-3.316, 0.438, 0.321], [-0.575, -1.731, 0.162], [0.634, -0.512, 0.361], [-1.754, 2.117, -0.185], [0.068, 1.738, 0.015], [3.612, -2.037, 0.452]], "mulliken_charge": [-0.205, -0.476, -0.560, -0.537, 0.475, -0.894, 0.182, 0.447, 0.267, 0.230, 0.348, 0.337, 0.349, 0.289, 0.174, 0.234, 0.072, 0.268], "total_charge": 1, "homo_lumo_gap_ev": 8.8, "e_homo_ev": -12.6}

---

*B*
{"formula": "C3H10N5", "method": "ωB97M-V/def2-TZVPD", "species": ["N", "N", "N", "N", "N", "C", "C", "C", "H", "H", "H", "H", "H", "H", "H", "H", "H", "H"], "coordinates": [[0.466, 0.092, -2.163], [-1.441, -0.252, -0.981], [1.165, -0.751, 0.266], [0.390, -0.584, 1.242], [1.888, -1.732, -0.003], [0.057, 1.399, 0.019], [-0.296, 0.666, 1.294], [-0.211, 0.404, -1.131], [1.951, -2.590, 0.563], [-0.136, 1.164, 2.251], [-2.209, 0.327, -0.602], [1.122, 1.696, 0.217], [0.459, -1.298, 1.990], [-1.459, 0.334, 1.227], [-1.515, -0.843, -1.863], [1.211, 0.736, -2.266], [2.148, -1.902, -0.980], [-0.649, 2.275, -0.066]], "mulliken_charge": [-0.852, -0.447, 0.414, 0.147, -0.663, -0.620, -0.578, 0.663, 0.246, 0.331, 0.234, 0.305, 0.286, 0.337, 0.320, 0.249, 0.297, 0.332], "total_charge": 1, "smiles": "[H]/N=C(/N)CCNN=[NH2+]", "homo_lumo_gap_ev": 8.4, "e_homo_ev": -12.9}

---

*B* wins, 11.5 kJ/mol ahead of the next structure.

---

*A*
{"formula": "C5H13NO2", "method": "ωB97M-V/def2-TZVPD", "species": ["O", "O", "N", "C", "C", "C", "C", "C", "H", "H", "H", "H", "H", "H", "H", "H", "H", "H", "H", "H", "H"], "coordinates": [[2.876, -0.109, -1.835], [-0.190, 0.954, 2.536], [-0.094, -1.258, 2.938], [-0.876, 0.426, -0.379], [-0.239, -0.191, 2.108], [-1.629, -0.038, -1.678], [0.304, 1.256, -0.752], [-0.468, -0.603, 0.681], [0.112, -1.073, 3.913], [0.847, 1.663, 0.120], [0.437, -1.111, 0.292], [-1.626, 1.054, 0.269], [-0.486, -2.178, 2.735], [-1.465, -1.152, -1.847], [-2.691, -0.019, -1.455], [-1.216, -1.398, 0.715], [-1.292, 0.499, -2.540], [2.750, 0.379, -1.017], [3.796, 0.040, -2.082], [0.086, 2.138, -1.351], [1.065, 0.719, -1.372]], "mulliken_charge": [-0.652, -0.155, -0.309, 0.842, 0.704, -1.331, -1.698, -1.074, 0.282, 0.525, 0.428, 0.234, 0.268, 0.328, 0.358, 0.493, 0.378, 0.311, 0.322, 0.364, 0.384], "multiplicity": 2, "total_charge": 1, "s_squared": 0.756, "homo_lumo_gap_ev": [10.2, 5.1], "e_homo_ev": [-14.5, -14.5]}

---

*B*
{"formula": "C5H13NO2", "method": "ωB97M-V/def2-TZVPD", "species": ["O", "O", "N", "C", "C", "C", "C", "C", "H", "H", "H", "H", "H", "H", "H", "H", "H", "H", "H", "H", "H"], "coordinates": [[0.288, -1.097, 2.817], [1.075, 1.309, 1.057], [-1.210, 0.699, -1.019], [1.611, -0.072, -0.677], [-0.962, -0.647, -0.567], [-2.317, 0.961, -1.890], [1.606, 0.248, 0.812], [0.475, -1.070, -0.920], [-1.099, -0.690, 0.506], [1.204, 0.838, -1.140], [0.604, -2.111, -0.596], [-1.936, 1.456, -2.792], [-1.295, 1.293, -0.174], [-3.137, 1.602, -1.518], [-1.659, -1.425, -0.988], [2.091, -0.402, 1.540], [0.355, -1.049, -2.028], [-2.893, 0.039, -2.109], [-0.349, -1.465, 2.206], [-0.156, -0.790, 3.612], [2.552, -0.528, -0.976]], "mulliken_charge": [-0.586, -0.472, 0.016, -0.415, -0.409, -0.818, 0.015, -0.772, 0.179, 0.320, 0.444, 0.337, 0.348, 0.337, 0.411, 0.422, 0.312, 0.327, 0.316, 0.321, 0.367], "multiplicity": 2, "total_charge": 1, "s_squared": 0.755, "homo_lumo_gap_ev": [10.9, 5.1], "e_homo_ev": [-13.9, -13.4]}

---

*C*
{"formula": "C5H13NO2", "method": "ωB97M-V/def2-TZVPD", "species": ["O", "O", "N", "C", "C", "C", "C", "C", "H", "H", "H", "H", "H", "H", "H", "H", "H", "H", "H", "H", "H"], "coordinates": [[2.130, 1.727, -0.740], [1.285, -0.658, 2.153], [-1.202, 0.462, 0.305], [-2.248, -0.509, 0.199], [2.033, 0.659, -1.256], [0.667, -0.109, -1.215], [-1.834, -1.903, 0.830], [-0.484, 0.818, -0.937], [0.508, -0.665, -2.128], [-2.336, -2.184, 1.733], [-3.219, -0.176, 0.799], [-2.572, -0.659, -0.850], [-0.248, 1.891, -0.937], [1.325, 0.259, 2.491], [2.789, 0.086, -1.781], [-1.480, 1.234, 0.929], [-1.805, -2.734, 0.092], [0.792, -0.823, -0.375], [0.410, -0.609, 1.759], [-0.777, -1.778, 0.965], [-1.271, 0.882, -1.677]], "mulliken_charge": [-0.425, -0.579, -0.048, -0.289, -0.033, -0.338, -0.754, -0.773, 0.428, 0.309, 0.367, 0.272, 0.522, 0.357, 0.391, 0.379, 0.306, 0.175, 0.108, 0.212, 0.413], "multiplicity": 2, "total_charge": 1, "s_squared": 0.754, "homo_lumo_gap_ev": [10.7, 5.6], "e_homo_ev": [-14.1, -14.0]}

---

*A* wins, 54.1 kJ/mol ahead of the next structure.

---

*A*
{"formula": "C3H8FNS", "method": "ωB97M-V/def2-TZVPD", "species": ["S", "F", "N", "C", "C", "C", "H", "H", "H", "H", "H", "H", "H", "H"], "coordinates": [[2.530, 0.877, -0.322], [1.434, -0.635, 1.529], [1.309, -1.447, -0.556], [-1.901, 0.215, -0.463], [-1.180, 0.979, 0.531], [1.233, -0.261, 0.183], [-1.170, 0.560, 1.494], [-0.631, 1.866, 0.269], [-1.736, 0.512, -1.521], [0.710, -1.325, -1.317], [2.772, 1.495, 0.892], [-1.828, -0.857, -0.371], [-3.037, 0.301, -0.303], [1.495, -2.282, -0.045]], "mulliken_charge": [-0.258, -0.302, -0.455, -0.769, -0.721, 0.394, 0.338, 0.373, 0.263, 0.204, 0.142, 0.291, 0.286, 0.215], "total_charge": 0, "homo_lumo_gap_ev": [7.8, 8.5], "e_homo_ev": [-7.7, -7.8]}

---

*B*
{"formula": "C3H8FNS", "method": "ωB97M-V/def2-TZVPD", "species": ["S", "F", "N", "C", "C", "C", "H", "H", "H", "H", "H", "H", "H", "H"], "coordinates": [[-0.791, -1.812, 2.055], [1.082, -0.285, 0.618], [0.582, 0.183, -1.583], [0.178, 1.182, -0.696], [-1.046, -0.859, 0.545], [-0.134, 0.385, 0.546], [0.777, 0.714, -2.391], [-0.607, -1.667, -0.188], [1.530, -0.213, -1.164], [-0.143, 1.025, 1.499], [-2.076, -0.570, 0.402], [0.667, -1.746, 1.872], [-0.752, 1.540, -0.974], [0.731, 2.123, -0.541]], "mulliken_charge": [-0.266, -0.373, -0.538, -0.795, -0.617, 0.256, 0.234, 0.286, 0.259, 0.302, 0.372, 0.168, 0.358, 0.353], "total_charge": 0, "smiles": "NC[C@H](F)CS", "homo_lumo_gap_ev": 9.7, "e_homo_ev": -8.7}

---

*B* wins, 189.8 kJ/mol ahead of the next structure.

---

*A*
{"formula": "C4H7NOS2", "method": "ωB97M-V/def2-TZVPD", "species": ["S", "S", "O", "N", "C", "C", "C", "C", "H", "H", "H", "H", "H", "H", "H"], "coordinates": [[0.458, -1.675, -1.185], [2.913, 1.184, 1.633], [-1.362, 1.162, -0.467], [1.425, 0.350, 1.617], [-1.600, 0.033, -1.478], [0.815, 0.663, 0.581], [-0.625, 0.185, 0.410], [-1.048, -1.036, -0.557], [-1.924, -1.836, -0.147], [1.234, -2.137, -0.197], [3.274, 1.254, 2.861], [1.339, 1.310, -0.217], [-1.265, 0.048, 1.371], [-0.968, 0.632, -2.337], [-2.666, -0.135, -1.889]], "mulliken_charge": [-0.313, -0.171, -0.432, -0.324, -0.536, -0.287, 0.234, 0.168, 0.310, 0.155, 0.140, 0.336, 0.233, 0.223, 0.264], "total_charge": 0, "homo_lumo_gap_ev": 9.7, "e_homo_ev": -9.1}

---

*B*
{"formula": "C4H7NOS2", "method": "ωB97M-V/def2-TZVPD", "species": ["S", "S", "O", "N", "C", "C", "C", "C", "H", "H", "H", "H", "H", "H", "H"], "coordinates": [[-1.081, -2.138, 0.145], [-2.755, 0.570, -0.821], [-1.244, -2.199, 1.610], [-0.194, 0.470, -0.077], [-1.386, -0.033, -0.355], [0.931, -0.262, 0.289], [0.056, 1.944, -0.075], [0.629, -1.644, -0.315], [1.093, -0.163, 1.377], [0.840, 2.081, 0.682], [1.729, 0.194, -0.345], [-0.727, 2.503, 0.459], [0.498, -1.471, -1.396], [1.339, -2.419, -0.191], [0.273, 2.568, -0.987]], "mulliken_charge": [0.343, -0.363, -0.542, 0.014, 0.273, -0.405, -1.093, -0.878, 0.312, 0.396, 0.429, 0.388, 0.359, 0.479, 0.289], "total_charge": 0, "homo_lumo_gap_ev": 8.6, "e_homo_ev": -8.1}

---

*B* wins, 204.8 kJ/mol ahead of the next structure.